14 unconnected molecules or ions with the total composition C47H64F33N3O28 in a non-equilibrium geometry, computed with ωB97M-V with the def2-TZVPD basis set.

Element x y z (Å)
C 23.193 -8.425 2.143
N 23.651 -7.480 1.055
O 24.804 -7.575 0.658
O 22.818 -6.682 0.627
H 22.712 -9.270 1.666
H 22.521 -7.818 2.737
H 24.117 -8.629 2.672
C 20.222 -12.478 4.514
N 21.192 -11.752 3.687
O 21.102 -11.906 2.491
O 21.975 -11.022 4.233
H 19.915 -13.402 4.033
H 19.318 -11.891 4.668
H 20.619 -12.723 5.494
C 14.918 -6.828 11.627
N 14.879 -8.293 11.659
O 13.979 -8.843 12.250
O 15.712 -8.858 10.974
H 14.227 -6.411 12.360
H 14.528 -6.369 10.721
H 15.916 -6.457 11.823
C 19.662 -8.719 12.011
C 18.624 -9.565 12.700
O 18.986 -9.638 14.093
C 18.103 -10.196 14.897
O 17.037 -10.567 14.541
C 18.480 -10.157 16.394
F 17.654 -10.936 17.069
F 19.739 -10.541 16.600
F 18.337 -8.897 16.842
H 19.541 -7.663 12.266
H 19.583 -8.809 10.928
H 20.691 -8.953 12.289
H 18.636 -10.591 12.333
H 17.626 -9.153 12.571
C 17.308 -7.497 8.785
C 18.048 -6.615 7.797
O 19.330 -7.126 7.431
C 19.493 -7.833 6.343
O 18.632 -8.164 5.587
C 20.922 -8.353 6.198
F 21.332 -8.243 4.929
F 21.800 -7.629 6.909
F 21.044 -9.606 6.631
H 18.001 -8.026 9.440
H 16.740 -8.270 8.267
H 16.634 -6.891 9.379
H 18.173 -5.629 8.247
H 17.465 -6.430 6.892
C 14.947 -8.325 5.750
C 15.770 -8.755 4.559
O 15.054 -8.621 3.320
C 13.992 -9.348 3.089
O 13.573 -10.225 3.767
C 13.365 -8.989 1.731
F 13.915 -7.954 1.139
F 13.465 -10.024 0.908
F 12.074 -8.743 1.903
H 14.100 -8.950 6.020
H 14.654 -7.282 5.628
H 15.628 -8.387 6.607
H 16.159 -9.777 4.600
H 16.698 -8.187 4.510
C 20.912 -11.819 9.507
C 21.381 -12.282 10.870
O 20.209 -12.672 11.583
C 20.374 -13.322 12.721
O 21.432 -13.484 13.220
C 19.059 -13.681 13.431
F 19.018 -15.011 13.629
F 19.061 -13.086 14.635
F 17.976 -13.300 12.748
H 20.392 -12.626 8.982
H 21.770 -11.633 8.858
H 20.236 -10.979 9.614
H 21.806 -11.406 11.374
H 22.161 -13.040 10.825
C 17.908 -4.863 5.106
C 16.623 -4.105 5.389
O 15.534 -4.682 4.676
C 14.349 -4.143 4.793
O 14.066 -3.278 5.558
C 13.231 -4.810 3.955
F 12.319 -5.370 4.774
F 12.570 -3.869 3.268
F 13.750 -5.745 3.160
H 18.265 -4.751 4.080
H 17.743 -5.937 5.222
H 18.711 -4.575 5.782
H 16.727 -3.047 5.147
H 16.416 -4.261 6.457
C 23.053 -8.220 10.001
C 24.074 -9.246 9.553
O 24.108 -9.192 8.123
C 25.159 -9.672 7.494
O 26.037 -10.260 8.027
C 25.101 -9.477 5.983
F 25.202 -10.680 5.367
F 23.954 -8.927 5.512
F 26.125 -8.688 5.591
H 22.800 -8.447 11.040
H 22.096 -8.409 9.508
H 23.352 -7.188 9.857
H 23.790 -10.214 9.970
H 25.091 -9.082 9.910
C 20.873 -4.004 6.637
C 21.470 -2.925 5.767
O 20.467 -2.285 4.975
C 19.956 -1.152 5.397
O 20.419 -0.429 6.222
C 18.759 -0.676 4.537
F 18.811 0.630 4.349
F 18.736 -1.321 3.364
F 17.596 -0.957 5.163
H 20.278 -3.607 7.461
H 21.694 -4.535 7.127
H 20.327 -4.731 6.036
H 22.159 -3.401 5.070
H 22.072 -2.260 6.384
C 28.598 -6.191 10.129
C 27.440 -7.163 9.898
O 26.672 -6.739 8.762
C 25.771 -5.809 8.918
O 25.500 -5.253 9.913
C 25.063 -5.462 7.596
F 23.778 -5.805 7.709
F 25.161 -4.157 7.379
F 25.573 -6.122 6.567
H 29.357 -6.243 9.351
H 29.079 -6.467 11.071
H 28.265 -5.160 10.250
H 26.839 -7.225 10.802
H 27.908 -8.086 9.567
C 19.587 -15.571 8.763
C 18.088 -15.593 9.025
O 17.580 -14.262 9.163
C 17.453 -13.493 8.121
O 17.569 -13.809 6.991
C 17.319 -12.004 8.492
F 18.305 -11.359 7.851
F 16.182 -11.460 8.082
F 17.433 -11.791 9.787
H 20.102 -15.370 9.706
H 19.855 -14.833 8.012
H 19.915 -16.563 8.451
H 17.814 -16.138 9.922
H 17.595 -16.081 8.180
C 15.818 -6.991 15.023
C 16.393 -5.644 15.410
O 16.512 -4.860 14.210
C 17.613 -4.949 13.506
O 18.530 -5.656 13.734
C 17.544 -4.048 12.255
F 16.486 -3.259 12.245
F 18.633 -3.286 12.187
F 17.548 -4.833 11.169
H 14.796 -6.942 14.652
H 15.753 -7.667 15.879
H 16.453 -7.483 14.283
H 17.348 -5.689 15.930
H 15.689 -5.131 16.063
C 11.901 -7.748 8.321
C 12.108 -6.453 7.581
O 12.295 -5.291 8.403
C 13.536 -4.936 8.562
O 14.450 -5.625 8.241
C 13.715 -3.551 9.229
F 13.868 -2.548 8.364
F 12.597 -3.293 9.920
F 14.793 -3.544 10.009
H 10.968 -7.813 8.882
H 12.720 -7.989 8.998
H 11.797 -8.541 7.576
H 11.210 -6.223 7.009
H 12.890 -6.485 6.828

Atomic forces in eV per Å
C 0.7 1.2 -0.3
N -0.3 0.3 -0.7
O -0.9 0.1 0.3
O 0.8 -0.7 0.3
H 0.1 -0.1 0.1
H -0.2 -0.3 0.1
H -0.2 -0.6 0.2
C -0.9 -1.0 0.9
N -0.5 -0.2 -0.3
O 0.0 0.0 -0.5
O 0.6 0.4 0.5
H 0.2 0.1 -0.3
H 0.2 0.4 -0.2
H 0.4 0.3 -0.1
C -0.8 1.7 0.9
N -0.4 -0.2 -1.1
O 0.0 0.1 0.3
O 0.2 -0.1 0.3
H 0.2 -0.5 0.4
H 0.4 -0.8 -0.6
H 0.2 -0.3 -0.2
C 0.3 0.7 0.0
C 0.4 -0.4 -0.3
O 0.8 0.3 0.6
C 0.0 0.8 -0.3
O -1.3 -0.8 -0.1
C 0.2 0.1 -0.6
F 0.1 -0.1 0.2
F 0.0 0.0 0.2
F 0.1 0.0 0.1
H -0.1 0.0 0.0
H -0.1 -0.1 0.0
H -0.1 -0.4 0.1
H -0.2 0.0 -0.2
H 0.0 -0.1 0.2
C 0.4 -0.5 -0.5
C -1.3 0.5 0.0
O 1.0 0.4 0.7
C -0.8 -0.5 0.5
O -0.2 -0.2 -0.7
C 1.7 0.8 0.1
F -0.6 -0.5 0.0
F -0.3 0.2 0.3
F -0.5 -0.2 -0.3
H 0.0 0.2 0.1
H -0.1 0.0 0.1
H -0.1 0.0 0.0
H 0.7 -0.1 0.0
H 0.0 -0.4 0.4
C 0.7 -0.1 0.5
C 0.2 -0.9 0.2
O 0.6 1.2 -0.4
C 0.8 0.2 -0.2
O -0.7 -0.8 0.6
C -0.2 -0.3 0.2
F 0.4 0.7 -0.2
F 0.2 -0.6 -0.3
F -0.7 0.2 0.2
H -0.1 -0.1 -0.4
H -0.1 0.0 0.1
H -0.2 0.2 -0.1
H -0.5 -0.2 0.3
H -0.5 0.5 -0.5
C 0.2 -1.0 -0.3
C 0.4 1.2 -0.4
O -1.0 -0.6 -0.4
C -0.1 1.2 -0.4
O 1.1 -0.9 1.0
C -0.1 -0.3 0.1
F -0.2 0.4 -0.1
F -0.2 -0.1 -0.3
F 0.3 -0.2 0.3
H -0.2 0.0 0.2
H 0.0 0.6 0.2
H 0.1 0.2 -0.2
H 0.1 -0.2 0.2
H -0.3 -0.3 0.2
C -0.4 -0.5 -0.9
C 0.8 -0.1 1.1
O 0.2 -1.0 -1.5
C -0.2 -0.1 0.8
O -0.4 0.9 0.4
C 0.3 0.3 0.1
F 0.4 -0.2 -0.2
F 0.4 -0.5 -0.2
F -0.6 0.2 -0.2
H 0.0 0.3 0.0
H 0.0 0.2 -0.1
H -0.6 0.2 -0.1
H -0.3 -0.1 0.1
H -0.2 0.5 -0.1
C -0.5 -0.8 0.4
C 0.2 0.5 0.5
O -0.8 0.3 -0.7
C -0.9 -0.2 0.7
O 1.4 -0.5 0.1
C -0.4 0.1 -1.7
F 0.3 0.7 0.5
F 0.8 -0.2 0.7
F -0.5 -0.6 0.2
H 0.4 0.4 0.2
H 0.2 0.2 -0.4
H 0.0 0.0 0.1
H 0.0 -0.3 -0.7
H -0.1 0.3 0.1
C 0.4 -0.3 0.4
C 0.9 -0.8 0.4
O -0.5 -0.6 -0.2
C 0.6 1.0 -0.6
O -0.1 0.1 0.8
C -0.2 -0.8 0.1
F 0.1 0.0 -0.2
F -0.1 0.4 0.0
F 0.1 0.1 0.1
H -0.3 0.1 -0.2
H 0.0 0.0 -0.1
H 0.3 0.1 0.3
H -0.2 0.2 -0.3
H -0.4 0.5 -0.2
C 0.0 0.0 0.5
C 1.4 0.8 -0.1
O 0.1 -1.0 -0.7
C 0.5 -0.4 -1.3
O -0.8 1.2 2.2
C 0.3 -0.6 0.3
F -0.4 0.2 -0.1
F -0.2 0.3 -0.2
F 0.0 0.1 -0.4
H -0.2 0.0 -0.1
H 0.0 0.0 -0.1
H -0.1 0.0 -0.1
H -0.3 -0.3 -0.2
H -0.6 -0.4 0.3
C -0.1 -0.3 0.9
C 0.1 -0.6 -1.3
O -0.2 0.2 1.6
C 0.3 0.3 0.6
O 0.0 -0.5 -1.9
C -0.2 0.1 -0.1
F 0.3 0.2 0.0
F -0.5 -0.1 -0.2
F 0.2 0.2 0.6
H 0.2 0.3 -0.1
H 0.0 -0.1 -0.1
H 0.0 0.1 -0.2
H 0.0 0.2 0.2
H -0.1 0.2 0.1
C 0.2 -0.6 0.4
C -0.5 -0.6 0.2
O -0.7 0.9 0.2
C -1.0 0.3 0.0
O 1.5 -0.8 0.1
C 0.6 0.1 0.3
F -0.3 0.0 -0.2
F 0.2 0.1 0.1
F -0.3 -0.1 -0.3
H 0.1 0.3 -0.2
H 0.2 0.1 0.1
H 0.0 0.0 0.0
H 0.1 -0.2 -0.2
H 0.0 0.3 -0.2
C 0.0 -0.3 0.1
C -1.1 -0.2 -1.0
O -0.9 0.5 0.3
C 0.0 0.1 -0.1
O 1.9 -0.2 -0.2
C -0.7 0.5 -0.3
F 0.0 -0.4 -0.3
F 0.4 0.1 0.6
F -0.2 -0.3 0.4
H 0.0 0.5 0.1
H 0.1 -0.1 -0.1
H 0.3 0.0 0.0
H -0.1 0.1 0.2
H 0.3 -0.2 0.4

Calculated values
Highest occupied orbital energy   -10.823 eV
Total charge   0
LUMO level   -0.011 Eh
Energy   -7395.76830 Eh
ΔE to the lowest compared entry with this formula, charge and spin   0.2668 eV